P) The following is a DFT calculation (the ωB97M-V functional and the def2-TZVPD basis) of a 2-piece molecular cluster, C3H9N2 overall.

Last column: Mulliken charge in e.
Element x y z (Å)
C1 1.51394 1.99287 -0.68743  -0.5406
C2 0.22308 2.29904 -0.65040  -0.4856
H1 1.93126 1.03897 -0.97213  0.3180
H2 2.22313 2.76630 -0.43239  0.2263
H3 -0.61168 1.62589 -0.80884  0.3321
H4 -0.07056 3.30551 -0.38268  0.2233
N1 -1.41656 -2.48752 0.66911  -0.3001
C3 -0.64753 -1.44645 0.89447  0.2263
N2 0.18216 -0.93620 0.02218  -0.2323
H5 -1.36084 -3.00017 -0.19921  0.2348
H6 -1.95148 -2.87100 1.42613  0.2588
H7 -0.75290 -0.95772 1.85212  0.3464
H8 0.49133 0.02523 0.16476  0.1480
H9 0.24666 -1.35476 -0.89567  0.2446

## Properties
- Charge: +1

Q) The following is a DFT calculation (the ωB97M-V functional and the def2-TZVPD basis) of C3H9N2 as an isolated structure.

Last column: Mulliken charge in e.
Element x y z (Å)
C1 -0.01398 1.13633 -0.81136  -0.0818
C2 0.63127 -1.16840 0.54939  -1.3372
C3 -0.42262 -0.12244 0.71440  0.1770
N1 1.14707 1.04832 -1.34538  -0.2342
N2 -1.74832 -0.33151 0.73145  -0.4369
H1 -0.82386 1.69843 -1.17795  0.3699
H2 0.23918 -1.99858 1.23210  0.3355
H3 0.73868 -1.40582 -0.50227  0.4119
H4 1.60781 -0.94494 0.96458  0.3753
H5 -0.24814 0.50953 1.54842  0.3676
H6 1.40947 1.64795 -2.18191  0.2920
H7 1.85011 0.44938 -0.85341  0.2690
H8 -2.24652 0.55927 0.96650  0.2694
H9 -2.12015 -1.07752 0.16545  0.2223

## Properties
- Charge: +1

R) The following is a DFT calculation (the ωB97M-V functional and the def2-TZVPD basis) of an isolated ion of composition C3H9N2 and charge +1.

Last column: Mulliken charge in e.
Element x y z (Å)
C1 -1.64414 -1.15156 -0.82684  -1.1626
C2 -0.17508 -0.81718 -0.74590  -0.4135
N1 1.49500 1.70338 1.38933  -0.3379
C3 1.17205 0.62404 0.67848  0.2015
N2 0.02032 0.39931 0.12644  -0.1780
H1 -2.26580 -0.38093 -1.26970  0.3862
H2 -1.95204 -1.40688 0.18433  0.3453
H3 -1.71549 -2.07932 -1.39488  0.3403
H4 0.30948 -0.53330 -1.68482  0.3726
H5 0.46624 -1.60603 -0.35104  0.3573
H6 1.25155 2.61601 1.03900  0.2461
H7 1.79955 1.73484 2.35090  0.2540
H8 1.82930 -0.24512 0.70494  0.2826
H9 -0.59093 1.14273 -0.20024  0.3062

## Properties
- Charge: +1
- Structure (SMILES): CC/[NH+]=C/N

Which of them is least stable? Easy: Q).

P) The following is a DFT calculation (the ωB97M-V functional and the def2-TZVPD basis) of C3H9N2 as an isolated structure.

Last column: Mulliken charge in e.
Element x y z (Å)
C1 1.79709 -0.85775 -0.00764  -0.3575
C2 1.08218 0.97315 0.09034  0.0828
C3 -2.69771 0.01090 0.00656  -0.8793
N1 0.49829 -0.26048 0.19693  -0.0085
N2 2.31725 0.53448 -0.00311  -0.1816
H1 2.34141 -1.52342 0.81616  0.2637
H2 2.04613 -1.28787 -0.90743  0.3412
H3 0.80586 2.04040 0.14156  0.3626
H4 -2.41296 -0.99370 0.50222  0.1936
H5 -3.28479 0.48859 0.69759  0.2771
H6 -1.86702 0.70697 -0.30110  0.0808
H7 -0.48709 -0.45352 0.04605  0.2911
H8 3.16928 0.78785 -0.42998  0.2570
H9 -3.30791 -0.16558 -0.84815  0.2769

## Properties
- Charge: +1

Q) The following is a DFT calculation (the ωB97M-V functional and the def2-TZVPD basis) of a 2-piece molecular cluster, C3H9N2 overall.

Last column: Mulliken charge in e.
Element x y z (Å)
C1 1.65285 -0.80472 2.08586  -0.0568
N1 0.88463 -1.21917 1.18205  -0.1354
H1 2.41408 -1.56098 2.46095  0.2618
H2 1.88109 0.25573 2.40031  0.2829
H3 0.09347 -0.44016 0.83633  0.4290
H4 0.84649 -2.09057 0.62216  0.3058
C2 -0.10157 0.72695 -2.12291  -0.7276
C3 -1.17913 1.01711 -1.38659  0.0731
N2 -1.28236 0.49176 -0.00915  -0.6855
H5 0.60248 -0.07334 -1.91184  0.1263
H6 0.34476 1.16947 -2.95515  0.2878
H7 -2.01034 1.70430 -1.57610  0.3317
H8 -1.73657 -0.45592 -0.06107  0.3103
H9 -1.88426 0.94732 0.51595  0.1968

## Properties
- Charge: +1

R) The following is a DFT calculation (the ωB97M-V functional and the def2-TZVPD basis) of a 2-piece molecular cluster, C3H9N2 overall.

Last column: Mulliken charge in e.
Element x y z (Å)
C1 1.05235 2.22888 -1.11440  -0.3060
N1 0.09098 1.59799 -0.25198  -0.0458
H1 2.11780 1.97089 -0.97397  0.3149
H2 0.97805 3.31113 -1.00459  0.2956
H3 0.39772 1.72035 -1.78262  0.3419
H4 0.25821 0.58298 -0.18123  0.3167
C2 -1.38236 -0.70908 0.79655  -0.8079
C3 0.53080 -2.04136 0.55483  -0.1903
N2 -0.36142 -1.33728 -0.03466  -0.5371
H5 -1.57123 0.26854 0.35013  0.3809
H6 -1.08654 -0.54174 1.82223  0.3746
H7 -2.29145 -1.33425 0.79151  0.3071
H8 1.29710 -2.54639 -0.07221  0.2811
H9 0.58868 -2.12722 1.63529  0.2744

## Properties
- Charge: +1

Which of them is least stable? Easy: R).

P) The following is a DFT calculation (the ωB97M-V functional and the def2-TZVPD basis) of one molecule with the formula C6H12.

Last column: Mulliken charge in e.
Element x y z (Å)
C1 -1.84427 -0.34700 0.00926  -1.7235
C2 -0.45496 -0.70014 0.49110  0.2734
C3 0.54287 -1.29858 -0.53290  -0.7002
C4 1.67707 -0.47414 0.16509  -0.6945
C5 0.51265 0.47388 0.66931  0.2417
C6 0.16711 1.68129 -0.28134  -1.5986
H1 -2.37833 0.17718 0.71531  0.4291
H2 -1.92059 0.28906 -0.86862  0.3784
H3 -2.24392 -1.35966 -0.18972  0.3976
H4 -0.66398 -1.22796 1.41940  0.3338
H5 0.56203 -0.79312 -1.51069  0.2145
H6 0.61051 -2.40528 -0.65506  0.3544
H7 2.27605 -0.95806 0.94325  0.2712
H8 2.44479 -0.03335 -0.51217  0.3142
H9 0.56457 0.84187 1.70042  0.3589
H10 0.10576 1.50765 -1.31897  0.4016
H11 0.85363 2.58455 -0.12634  0.3078
H12 -0.81099 2.04181 -0.11731  0.4400

## Properties
- Structure (SMILES): C[C@@H]1CC[C@@H]1C

Q) The following is a DFT calculation (the ωB97M-V functional and the def2-TZVPD basis) of a 2-piece molecular cluster, C6H12 overall.

Last column: Mulliken charge in e.
Element x y z (Å)
C1 1.25324 1.15415 0.82309  -1.2327
C2 0.21801 1.54990 -0.21766  0.2725
C3 -0.13914 0.68496 -1.39021  -0.7700
C4 0.83236 -2.11780 -0.80709  -0.8759
C5 -1.15190 0.97563 -0.31880  0.2853
C6 -1.71034 -0.09921 0.60168  -1.3132
H1 2.26768 1.26518 0.42460  0.3188
H2 1.14368 0.11761 1.15999  0.1712
H3 1.15116 1.79905 1.70412  0.3421
H4 0.31988 2.58561 -0.55164  0.3741
H5 0.57565 -1.18675 -1.32114  0.3344
H6 -0.09114 -2.61978 -0.50790  0.2367
H7 1.43981 -1.88953 0.07216  0.2305
H8 1.39736 -2.75235 -1.49416  0.3324
H9 -1.91994 1.64862 -0.70699  0.3701
H10 -0.93282 -0.74826 1.01928  0.2512
H11 -2.42126 -0.74005 0.06855  0.3249
H12 -2.23227 0.37301 1.44211  0.3477

R) The following is a DFT calculation (the ωB97M-V functional and the def2-TZVPD basis) of one molecule with the formula C6H12.

Last column: Mulliken charge in e.
Element x y z (Å)
C1 -1.26839 -1.02534 0.54272  -1.7738
C2 -0.34390 0.04507 -0.02788  1.9700
C3 -1.14760 1.17261 -0.66553  -1.7928
C4 0.74688 0.51355 0.97864  -1.0399
C5 1.83441 -0.19496 0.13994  -0.4231
C6 0.77955 -0.53107 -0.93945  -1.0403
H1 -1.89967 -1.45391 -0.24606  0.3928
H2 -0.69783 -1.84141 1.00444  0.4167
H3 -1.93058 -0.60432 1.31034  0.3938
H4 -1.77175 0.79676 -1.48629  0.3867
H5 -0.48565 1.94333 -1.08009  0.4369
H6 -1.81165 1.64860 0.06720  0.3861
H7 0.86143 1.60187 1.00913  0.2961
H8 0.62866 0.15255 2.00748  0.2956
H9 2.25573 -1.08219 0.62209  0.2255
H10 2.66243 0.44334 -0.18262  0.2808
H11 0.68666 -1.59741 -1.17003  0.2870
H12 0.90126 0.01294 -1.88403  0.3017

## Properties
- Structure (SMILES): CC1(C)CCC1

Which of them is least stable? Easy: Q).

P) The following is a DFT calculation (the ωB97M-V functional and the def2-TZVPD basis) of C6H12 as an isolated structure.

Last column: Mulliken charge in e.
Element x y z (Å)
C1 0.12785 -2.60523 -0.04706  -1.0150
C2 0.49767 -0.62006 -0.92759  -0.0565
C3 -0.79647 0.16125 -0.82540  -0.7898
C4 0.11900 1.28772 -0.26729  0.3813
C5 -0.46298 2.24372 0.76104  -1.4741
C6 1.07522 0.16602 0.22922  -0.7760
H1 -0.78746 -2.27243 0.43710  0.2632
H2 0.94681 -2.72416 0.66352  0.2569
H3 -0.04611 -3.52904 -0.60834  0.3512
H4 0.55526 -1.90211 -0.99169  0.4882
H5 -1.48317 -0.14388 -0.02136  0.2196
H6 -1.36810 0.33204 -1.74388  0.2690
H7 0.58083 1.84772 -1.08644  0.3271
H8 0.31428 2.89603 1.17548  0.3549
H9 -1.23462 2.88147 0.31439  0.3513
H10 -0.91966 1.69185 1.59100  0.3312
H11 2.15649 0.34131 0.24383  0.2638
H12 0.74121 -0.14403 1.23130  0.2537

Q) The following is a DFT calculation (the ωB97M-V functional and the def2-TZVPD basis) of C6H12 as an isolated structure.

Last column: Mulliken charge in e.
Element x y z (Å)
C1 1.61190 -0.38494 0.93785  -1.1270
C2 1.14527 -0.45389 -0.48691  -0.3436
C3 -0.43814 1.52234 -0.16579  -1.0577
C4 -1.35099 0.46314 0.48421  -0.3109
C5 -1.30427 -0.75273 -0.43070  -0.6105
C6 0.01849 -1.03343 -1.00756  -0.3108
H1 0.85063 -0.55388 1.70881  0.3135
H2 2.14442 0.54252 1.18548  0.3209
H3 2.34337 -1.20031 1.03070  0.3227
H4 1.84895 -0.07917 -1.21827  0.3564
H5 -0.95862 2.44270 -0.39486  0.3795
H6 0.46920 1.80272 0.39495  0.1467
H7 -1.06767 0.15853 1.49752  0.2302
H8 -2.35388 0.90244 0.57133  0.3552
H9 -2.23378 -1.09778 -0.88227  0.3811
H10 -0.28661 1.08241 -1.15983  0.3811
H11 -0.48055 -1.84505 -0.08245  0.2097
H12 0.04230 -1.51560 -1.98224  0.3635

Which of them is least stable? Easy: Q).